C12H24FK2O9 | wB97M-V/def2-TZVPD

Last column: Mulliken charge in e.
Element x y z (Å)
1 K -1.99 -1.10 4.10  0.985
2 K -1.56 2.25 4.96  0.952
3 F -0.59 0.79 2.89  -0.915
4 C 2.03 -4.82 -2.15  -1.057
5 C 0.62 -4.87 -1.62  -0.194
6 O 0.01 -3.57 -1.70  -0.375
7 C -0.18 -2.90 -0.57  0.801
8 O 0.05 -3.29 0.53  -0.596
9 O -0.69 -1.69 -0.85  -0.329
10 C -0.75 -0.84 0.27  -0.168
11 H 2.21 -3.84 -2.60  0.329
12 H 2.16 -5.50 -2.99  0.303
13 H 2.80 -5.02 -1.40  0.310
14 H 0.56 -5.27 -0.61  0.279
15 H 0.00 -5.52 -2.24  0.330
16 H 0.15 -0.90 0.88  -0.119
17 H -1.56 -1.14 0.94  0.161
18 H -0.84 0.19 -0.06  0.233
19 C -7.82 3.96 -0.93  -1.192
20 C -7.02 3.54 0.26  -0.183
21 O -5.63 3.73 0.00  -0.290
22 C -4.80 3.10 0.79  0.750
23 O -5.09 2.34 1.69  -0.614
24 O -3.56 3.44 0.44  -0.378
25 C -2.56 2.69 1.10  -0.233
26 H -7.88 5.04 -1.05  0.309
27 H -8.84 3.58 -0.82  0.370
28 H -7.41 3.55 -1.85  0.317
29 H -7.25 2.50 0.51  0.302
30 H -7.31 4.10 1.16  0.287
31 H -1.61 3.18 0.97  0.368
32 H -2.52 1.67 0.71  0.123
33 H -2.83 2.58 2.15  0.080
34 C 7.55 0.07 -1.87  -1.104
35 C 6.82 -0.39 -0.63  -0.261
36 O 5.47 0.10 -0.72  -0.274
37 C 4.69 -0.23 0.30  0.730
38 O 5.01 -0.89 1.26  -0.564
39 O 3.49 0.29 0.10  -0.317
40 C 2.52 0.03 1.14  -0.396
41 H 7.96 1.06 -1.71  0.291
42 H 6.87 0.12 -2.71  0.311
43 H 8.39 -0.60 -2.06  0.340
44 H 7.25 0.03 0.29  0.305
45 H 6.82 -1.47 -0.45  0.326
46 H 2.92 0.35 2.10  0.326
47 H 2.31 -1.04 1.15  0.256
48 H 1.64 0.61 0.88  0.086

Charge: +1
Gap between HOMO and LUMO: 7.7 eV
E_LUMO: -4.440 eV
HOMO level: -12.17 eV

=====

C12H24FNO5 | wB97M-V/def2-TZVPD

Last column: Mulliken charge in e.
Element x y z (Å)
1 O -32.81 -4.45 9.31  -0.099
2 H -33.45 -3.79 9.59  0.572
3 H -31.92 -4.23 9.59  0.246
4 H -33.07 -5.28 9.72  0.400
5 F -33.33 -6.59 10.70  -0.873
6 C -35.78 -3.50 10.86  -0.881
7 O -34.46 -3.16 11.00  -0.382
8 C -33.98 -2.20 11.92  -0.775
9 C -32.65 -1.68 11.54  -0.666
10 N -31.74 -2.74 11.33  -0.112
11 C -30.47 -2.39 10.69  -0.676
12 C -29.59 -3.63 10.63  -0.716
13 O -30.21 -4.77 9.98  -0.439
14 C -29.48 -6.03 10.03  -0.843
15 H -36.50 -2.75 10.54  0.353
16 H -36.24 -3.85 11.78  0.330
17 H -35.87 -4.41 10.26  0.293
18 H -34.10 -2.69 12.88  0.402
19 H -34.68 -1.38 12.07  0.455
20 H -32.37 -1.09 12.41  0.335
21 H -32.61 -1.07 10.64  0.358
22 H -31.57 -3.14 12.24  0.153
23 H -29.92 -1.65 11.26  0.453
24 H -30.68 -2.09 9.66  0.310
25 H -29.09 -4.00 11.53  0.560
26 H -28.78 -3.32 9.97  0.331
27 H -28.53 -5.93 9.51  0.316
28 H -30.18 -6.70 9.52  0.304
29 H -29.25 -6.42 11.03  0.301
30 C -30.34 -3.04 6.87  -0.481
31 C -29.30 -2.21 6.72  -0.228
32 C -29.39 -1.20 5.75  0.267
33 C -30.59 -0.99 5.10  -0.489
34 C -31.69 -1.86 5.22  -0.632
35 C -31.50 -2.90 6.12  0.751
36 O -32.50 -3.88 6.24  -0.374
37 O -28.39 -0.31 5.72  -0.417
38 H -30.47 -3.87 7.56  0.593
39 H -28.42 -2.48 7.27  0.439
40 H -30.80 -0.19 4.40  0.437
41 H -32.60 -1.70 4.67  0.420
42 H -33.05 -3.92 5.46  0.336
43 H -27.53 -0.71 5.84  0.370

Charge: +1
Gap between HOMO and LUMO (spin up / spin down): 6.2 / 2.4 eV
Expectation value of S²: 0.765
E_LUMO (spin up / spin down): -4.168 / -7.969 eV
Multiplicity: 2
HOMO level (spin up / spin down): -10.37 / -10.37 eV

=====

C12H24FNO8S | wB97M-V/def2-TZVPD

Last column: Mulliken charge in e.
Element x y z (Å)
1 N 0.47 -0.89 1.95  -0.197
2 H -0.41 -1.42 1.97  0.271
3 H 0.36 0.12 1.70  0.129
4 H 1.26 -1.43 1.40  0.300
5 H 0.91 -0.84 2.89  0.467
6 F 0.29 -1.50 -0.69  -0.822
7 C 4.95 -0.99 -1.96  -1.682
8 C 4.40 0.09 -1.05  0.393
9 C 3.05 -0.20 -0.26  0.146
10 O 3.38 0.06 1.04  -0.169
11 C 4.59 0.27 1.24  0.532
12 O 5.20 0.52 2.26  -0.602
13 O 5.28 0.39 -0.01  -0.377
14 H 5.37 -1.72 -1.40  0.407
15 H 5.66 -0.46 -2.40  0.557
16 H 4.39 -1.25 -2.87  0.346
17 H 4.41 1.07 -1.71  0.176
18 H 2.75 -1.29 -0.45  0.292
19 H 2.20 0.32 -0.72  -0.089
20 C -4.31 -4.00 -0.46  -1.357
21 C -3.20 -3.40 0.24  0.323
22 C -2.99 -1.94 0.10  -0.397
23 O -3.07 -1.36 1.42  -0.378
24 C -3.60 -2.36 2.23  0.599
25 O -3.88 -2.33 3.39  -0.580
26 O -3.59 -3.55 1.66  -0.326
27 H -3.95 -3.90 -1.45  0.384
28 H -5.23 -3.42 -0.20  0.302
29 H -4.13 -4.96 -0.21  0.426
30 H -2.16 -3.85 0.25  0.353
31 H -3.88 -1.50 -0.34  0.339
32 H -2.21 -1.57 -0.59  0.288
33 C -1.68 4.10 -0.16  -0.509
34 C -1.93 2.94 -1.24  -0.823
35 C -0.87 1.83 -0.92  -0.412
36 S 0.50 2.70 -0.20  1.399
37 O 1.52 2.67 -1.14  -0.672
38 O 0.59 2.22 1.14  -0.784
39 C -0.22 4.28 -0.05  -1.148
40 H -2.06 3.68 0.77  0.296
41 H -2.24 5.15 -0.41  0.287
42 H -1.78 3.45 -2.21  0.310
43 H -3.02 2.64 -1.30  0.328
44 H -0.54 1.15 -1.57  0.717
45 H -1.16 1.15 0.04  -0.081
46 H 0.42 4.78 -0.61  0.565
47 H 0.18 4.55 0.90  0.470

Gap between HOMO and LUMO: 9.1 eV
E_LUMO: -0.039 eV
HOMO level: -9.11 eV

=====

C12H24FO12Rb | wB97M-V/def2-TZVPD

Last column: Mulliken charge in e.
Element x y z (Å)
1 Rb -2.30 0.77 1.31  0.964
2 F 0.50 0.35 0.90  -0.937
3 C -2.65 -4.51 5.63  -0.687
4 O -2.07 -4.03 4.45  -0.306
5 C -1.11 -3.12 4.53  0.778
6 O -0.62 -2.65 5.51  -0.537
7 O -0.73 -2.86 3.28  -0.285
8 C 0.48 -2.13 3.08  -0.561
9 H -2.75 -5.60 5.67  0.257
10 H -3.64 -4.07 5.74  0.253
11 H -2.12 -4.25 6.55  0.333
12 H 1.31 -2.66 3.54  0.305
13 H 0.42 -1.09 3.39  0.325
14 H 0.66 -2.15 2.01  0.124
15 C 1.88 -1.70 -1.68  -0.765
16 O 1.41 -2.02 -2.97  -0.292
17 C 1.14 -3.28 -3.28  0.787
18 O 1.12 -4.19 -2.50  -0.565
19 O 0.76 -3.32 -4.55  -0.315
20 C 0.66 -4.59 -5.15  -0.671
21 H 2.49 -2.44 -1.17  0.403
22 H 1.17 -1.28 -0.96  0.296
23 H 2.55 -0.84 -1.82  0.302
24 H 1.68 -4.91 -5.39  0.292
25 H 0.16 -4.54 -6.12  0.227
26 H 0.17 -5.32 -4.51  0.309
27 C -0.16 1.17 -2.34  -0.328
28 O -1.31 1.30 -3.18  -0.384
29 C -2.24 2.14 -2.78  0.889
30 O -2.28 2.62 -1.66  -0.645
31 O -3.14 2.31 -3.71  -0.348
32 C -4.45 2.74 -3.44  -0.656
33 H -0.35 0.71 -1.37  0.182
34 H 0.34 2.13 -2.26  0.263
35 H 0.49 0.43 -2.82  0.149
36 H -4.94 3.22 -4.28  0.240
37 H -4.55 3.41 -2.58  0.307
38 H -5.02 1.84 -3.19  0.283
39 C 2.27 3.11 -0.40  -0.570
40 O 2.64 4.32 0.25  -0.359
41 C 2.60 4.32 1.57  0.745
42 O 2.63 3.38 2.30  -0.507
43 O 2.49 5.59 1.96  -0.327
44 C 2.08 5.81 3.30  -0.649
45 H 2.34 3.24 -1.48  0.291
46 H 1.25 2.85 -0.13  0.258
47 H 2.93 2.27 -0.18  0.312
48 H 1.35 5.03 3.53  0.308
49 H 1.58 6.77 3.37  0.239
50 H 2.87 5.73 4.05  0.271

Gap between HOMO and LUMO: 8.0 eV
E_LUMO: -0.767 eV
HOMO level: -8.77 eV

=====

C12H24N2O3 | wB97M-V/def2-TZVPD

Last column: Mulliken charge in e.
Element x y z (Å)
1 C 1.76 -0.98 0.64  0.396
2 C 1.18 -0.77 -0.67  -0.373
3 C 0.81 -1.69 1.58  0.322
4 C -0.10 -0.72 2.40  -2.192
5 C -0.14 -2.88 1.01  0.149
6 C 0.50 -4.10 0.37  -1.495
7 C -0.32 1.51 -0.87  -0.079
8 C 0.28 2.68 -0.03  0.144
9 C -1.71 0.99 -0.29  1.935
10 C -2.75 2.15 -0.22  -1.527
11 C -2.15 -0.14 -1.13  -0.098
12 C -2.08 -0.02 -2.66  -1.401
13 H 3.33 0.36 0.92  0.217
14 H 2.87 -0.42 2.25  0.292
15 H 2.49 -1.78 0.48  0.415
16 H 1.54 -2.18 2.33  0.385
17 H -0.74 -0.19 1.70  0.428
18 H 0.48 0.10 2.87  0.354
19 H -0.76 -1.14 3.12  0.558
20 H -0.75 -3.22 1.90  0.467
21 H -0.81 -2.35 0.30  -0.380
22 H 0.99 -4.84 1.04  0.344
23 H -0.35 -4.70 0.07  0.410
24 H 1.04 -3.86 -0.53  0.329
25 H 0.78 0.36 -2.13  0.410
26 H -0.57 1.89 -1.94  0.622
27 H -1.54 0.55 0.69  -0.794
28 H -2.56 2.74 0.69  0.402
29 H -3.81 1.82 -0.24  0.388
30 H -2.74 2.76 -1.16  0.327
31 H -3.16 -0.34 -0.92  0.815
32 H -1.74 -1.15 -0.82  -0.511
33 H -1.12 -0.40 -3.10  0.245
34 H -2.95 -0.38 -3.17  0.433
35 H -2.21 1.11 -2.99  0.231
36 H 1.16 1.20 0.89  0.317
37 N 2.51 0.05 1.43  -0.554
38 N 0.70 0.43 -1.13  -0.171
39 O 1.03 -1.74 -1.46  -0.670
40 O 0.02 3.88 -0.15  -0.612
41 O 1.06 2.18 0.96  -0.478

Gap between HOMO and LUMO: 10.0 eV
SMILES: CC[C@H](C)[C@H](N)C(=O)N[C@H](C(=O)O)[C@@H](C)CC
E_LUMO: 0.536 eV
HOMO level: -9.49 eV

=====

What are the relative energy (zero: lowest compared OMol25 entry of this formula, charge and spin) values for these records? In order: 0.0, 0.0, 464.6, 204.7, 320.7 kJ/mol.